# 1
{"formula": "C28H36AsFeN3OS6Se", "method": "ωB97M-V/def2-TZVPD", "s2": 8.809, "total_charge": 1, "multiplicity": 6, "homo_energy_ha": [-0.3391, -0.3583], "relative_energy_ev": 0.4219, "energy_ev": -261715.25775, "mol_weight_g_mol": 832.7, "elements": ["Fe", "C", "C", "C", "C", "C", "C", "C", "C", "N", "H", "H", "H", "H", "H", "H", "C", "As", "C", "C", "H", "H", "H", "H", "H", "H", "H", "H", "H", "C", "N", "C", "C", "N", "C", "C", "Se", "H", "H", "H", "H", "H", "H", "H", "H", "C", "C", "C", "C", "C", "C", "C", "S", "C", "O", "H", "H", "H", "H", "H", "H", "H", "H", "H", "H", "C", "S", "C", "C", "S", "S", "C", "S", "S", "H", "H", "H"], "positions_angstrom": [[-0.2956, -1.3929, 0.6533], [0.2671, 1.0753, -1.5476], [-0.3807, 1.8733, -2.5022], [-1.4617, 2.7112, -2.1320], [-2.1011, 3.4990, -3.0604], [-1.7051, 3.4630, -4.4026], [-0.6553, 2.6252, -4.7993], [0.0010, 1.8546, -3.8677], [-2.3746, 4.2908, -5.3739], [-2.9092, 4.9540, -6.1464], [-0.0306, 1.1521, -0.5117], [1.1065, 0.4456, -1.8108], [-1.7838, 2.7223, -1.0956], [-2.9186, 4.1450, -2.7679], [-0.3728, 2.5919, -5.8436], [0.8187, 1.2104, -4.1701], [-0.7820, -4.9741, 2.4946], [-1.3994, -3.6528, 1.2057], [-1.0278, -4.7180, -0.3756], [-3.3160, -3.8679, 1.3133], [-1.1921, -5.9385, 2.2024], [-1.1037, -4.7441, 3.5091], [0.3059, -5.0308, 2.4610], [-1.5693, -4.3121, -1.2250], [-1.3346, -5.7471, -0.1939], [0.0388, -4.6892, -0.5932], [-3.5687, -4.9256, 1.2745], [-3.7738, -3.3493, 0.4717], [-3.6947, -3.4388, 2.2392], [1.0020, -2.3279, 3.8154], [2.3553, -2.6712, 3.3840], [3.3695, -3.0222, 4.2650], [4.4499, -3.3267, 3.5256], [4.0850, -3.1660, 2.2008], [4.9737, -3.3832, 1.0583], [2.8063, -2.7529, 2.1215], [2.0034, -2.3586, 0.4761], [0.3102, -3.1236, 3.5596], [0.6760, -1.3983, 3.3511], [1.0147, -2.2040, 4.8950], [3.2241, -3.0223, 5.3306], [5.4364, -3.6418, 3.8175], [5.7793, -4.0410, 1.3705], [5.3814, -2.4362, 0.7099], [4.4164, -3.8430, 0.2484], [1.0076, 5.7745, -1.7531], [1.2253, 4.6250, -0.8074], [0.3015, 4.3443, 0.2023], [0.4754, 3.2685, 1.0526], [1.5927, 2.4570, 0.8854], [2.5217, 2.7066, -0.1148], [2.3364, 3.7978, -0.9494], [1.8004, 0.9936, 1.8403], [1.7830, 1.6890, 3.4788], [0.4558, 0.2571, 1.7956], [0.1908, 6.4133, -1.4229], [0.7622, 5.3996, -2.7492], [1.9085, 6.3817, -1.8444], [-0.5702, 4.9775, 0.3161], [-0.2722, 3.0371, 1.8029], [3.3632, 2.0381, -0.2562], [3.0590, 4.0034, -1.7300], [0.7932, 2.1006, 3.6693], [2.5493, 2.4610, 3.5322], [2.0050, 0.8885, 4.1836], [-3.3312, -0.1300, -4.1209], [-4.5581, -0.7867, -2.9557], [-3.9451, -0.1794, -1.4291], [-2.7747, -0.4712, -0.8451], [-1.4500, -1.4707, -1.4153], [-2.5375, 0.2640, 0.7141], [-4.0383, 1.1368, 0.8676], [-4.3941, 2.1064, 2.1286], [-5.0287, 0.8623, -0.5151], [-3.4433, -0.7231, -5.0269], [-2.3239, -0.2527, -3.7301], [-3.5341, 0.9166, -4.3386]], "lowdin_charge": [0.09, 0.01, -0.30, -0.03, -0.02, -0.24, -0.03, -0.02, -0.18, 0.16, 0.01, 0.08, 0.11, 0.13, 0.12, 0.12, -0.30, 1.01, -0.31, -0.27, 0.04, 0.03, 0.02, 0.00, 0.04, 0.01, 0.04, 0.03, 0.03, 0.00, -0.09, -0.02, -0.02, -0.12, -0.02, -0.63, 0.74, 0.04, 0.06, 0.11, 0.13, 0.13, 0.10, 0.10, 0.06, -0.02, -0.25, -0.02, -0.06, -0.44, -0.08, -0.02, 0.95, -0.21, -0.68, 0.08, 0.09, 0.09, 0.13, 0.12, 0.12, 0.13, 0.07, 0.08, 0.05, -0.37, 0.84, -0.99, -1.07, 0.60, 0.84, -1.49, 0.58, 0.93, 0.04, 0.00, 0.03]}

# 2
{"formula": "C27H51MnNO2Si2", "method": "ωB97M-V/def2-TZVPD", "s2": 8.765, "multiplicity": 6, "homo_energy_ha": [-0.2450, -0.2822], "energy_ev": -81486.29690, "mol_weight_g_mol": 532.8, "elements": ["O", "O", "C", "C", "H", "H", "H", "H", "H", "C", "C", "H", "H", "H", "H", "H", "C", "C", "C", "H", "H", "H", "H", "H", "C", "H", "H", "H", "H", "H", "H", "Mn", "C", "Si", "H", "H", "C", "C", "C", "C", "Si", "H", "H", "C", "C", "C", "H", "H", "H", "H", "H", "H", "H", "H", "H", "H", "H", "H", "H", "H", "H", "H", "H", "H", "C", "C", "C", "C", "N", "C", "C", "C", "C", "C", "C", "C", "H", "H", "H", "H", "H", "H", "H", "H"], "positions_angstrom": [[2.8587, -0.8036, 1.7800], [2.7745, -2.0258, -0.5754], [2.9109, 0.6133, 1.9358], [2.5346, 1.1478, 3.3047], [2.2686, 1.0715, 1.1660], [3.9492, 0.8750, 1.6876], [1.4497, 1.2435, 3.4057], [2.9632, 2.1470, 3.4079], [2.9243, 0.5242, 4.1132], [1.7086, -1.4790, 2.3137], [2.1199, -2.8834, 2.6660], [0.9221, -1.4925, 1.5380], [1.3226, -0.9469, 3.2029], [2.5726, -3.3873, 1.8053], [1.2446, -3.4532, 2.9926], [2.8424, -2.8774, 3.4910], [2.4433, -3.2813, -1.1955], [4.1875, -1.7372, -0.5749], [1.0642, -3.6835, -0.7409], [3.1723, -4.0498, -0.8878], [2.5042, -3.1880, -2.2944], [1.1257, -4.1655, 0.2413], [0.6269, -4.4078, -1.4348], [0.3898, -2.8282, -0.6517], [4.9890, -2.6168, 0.3444], [4.2537, -0.6913, -0.2553], [4.5722, -1.8068, -1.6067], [4.6081, -2.5521, 1.3681], [6.0255, -2.2681, 0.3305], [4.9875, -3.6554, -0.0013], [1.6619, -0.6752, -0.1548], [-1.3775, 0.7965, -0.3406], [0.7582, -0.0862, -0.6429], [1.3591, 0.6329, -2.3026], [0.0259, -0.8909, -0.7805], [0.5089, 0.6641, 0.1364], [2.5786, 1.9901, -1.8834], [0.0126, 1.2921, -3.4475], [2.1938, -0.6797, -3.3570], [-0.9983, 2.7610, -0.5256], [-2.6277, 3.5677, -1.0143], [-0.1546, 2.9817, -1.2007], [-0.6806, 3.1283, 0.4702], [-2.4762, 4.2993, -2.7377], [-3.0081, 4.9553, 0.2007], [-4.0913, 2.3782, -1.0433], [2.3290, -0.2794, -4.3713], [1.5850, -1.5897, -3.4319], [3.1804, -0.9620, -2.9714], [2.0746, 2.8922, -1.5159], [3.1546, 2.2561, -2.7799], [3.2858, 1.6581, -1.1122], [-0.5093, 2.1849, -3.0822], [-0.7372, 0.5135, -3.6572], [0.4930, 1.5588, -4.4049], [-2.0973, 5.5287, 0.4235], [-3.4127, 4.5758, 1.1488], [-3.7451, 5.6507, -0.2254], [-4.2953, 1.9375, -0.0577], [-3.9326, 1.5576, -1.7590], [-4.9984, 2.9169, -1.3579], [-3.2066, 5.1101, -2.8653], [-2.6675, 3.5475, -3.5148], [-1.4751, 4.7193, -2.8997], [-3.1581, 1.8118, 3.5401], [-3.8698, 0.6441, 3.8264], [-3.7891, -0.4246, 2.9365], [-3.0136, -0.3153, 1.7810], [-2.3148, 0.8325, 1.5174], [-2.3762, 1.8710, 2.3887], [-2.9125, -1.3661, 0.7627], [-3.3835, -2.6858, 0.9751], [-3.2435, -3.6451, -0.0295], [-2.7026, -3.2831, -1.2659], [-2.2584, -1.9602, -1.4909], [-2.3047, -1.0260, -0.4598], [-3.2001, 2.6808, 4.1916], [-4.4708, 0.5565, 4.7274], [-4.3315, -1.3533, 3.1046], [-1.7883, 2.7507, 2.1336], [-3.8401, -2.9432, 1.9329], [-3.5612, -4.6709, 0.1522], [-2.6231, -4.0234, -2.0636], [-1.8842, -1.6838, -2.4785]], "lowdin_charge": [-0.21, -0.26, -0.26, -0.08, 0.09, 0.12, 0.07, 0.08, 0.09, -0.25, -0.07, 0.10, 0.11, 0.06, 0.08, 0.08, -0.25, -0.26, -0.05, 0.11, 0.10, 0.07, 0.08, 0.05, -0.07, 0.11, 0.12, 0.07, 0.08, 0.07, 0.07, 0.72, -0.24, 0.49, 0.00, 0.01, -0.17, -0.18, -0.17, -0.39, 0.39, -0.03, -0.01, -0.20, -0.20, -0.20, 0.04, 0.03, 0.01, 0.03, 0.04, 0.02, -0.01, 0.03, 0.04, 0.03, 0.02, 0.02, 0.02, 0.02, 0.03, 0.02, 0.03, 0.03, -0.06, -0.05, 0.00, -0.21, 0.02, -0.10, -0.21, -0.04, -0.10, -0.09, -0.13, -0.20, 0.11, 0.11, 0.11, 0.10, 0.09, 0.10, 0.10, 0.09]}

# 3
{"formula": "C3H4N2O2", "method": "ωB97M-V/def2-TZVPD", "s2": 2.016, "multiplicity": 3, "homo_energy_ha": [-0.1909, -0.3525], "relative_energy_ev": 2.0933, "energy_ev": -10244.57152, "mol_weight_g_mol": 100.1, "elements": ["C", "C", "C", "N", "N", "O", "O", "H", "H", "H", "H"], "positions_angstrom": [[-0.2706, -0.2216, 1.2282], [0.8707, 0.3700, -1.0643], [-0.8566, 0.5092, 0.1286], [0.9729, -0.5619, 1.1411], [1.5237, -0.1864, -0.0724], [1.1167, 0.8392, -2.0875], [-1.9549, 0.0075, -0.4780], [-0.8318, -0.5665, 1.9667], [-0.9303, 1.5662, 0.2590], [2.2267, -0.8341, -0.3814], [-1.8665, -0.9216, -0.6400]], "nbo_charge": [-0.29, 0.60, 0.17, -0.28, -0.44, -0.43, -0.62, 0.21, 0.18, 0.41, 0.48]}

# 4
{"formula": "C24H23N3O4S", "method": "ωB97M-V/def2-TZVPD", "smiles": "Cc1cccc(C(=O)N[C@H](C(=O)OCc2cc(=O)n3c(n2)sc2ccccc23)C(C)C)c1", "homo_energy_ha": -0.3073, "relative_energy_ev": 0.0000, "energy_ev": -48759.38146, "mol_weight_g_mol": 449.5, "elements": ["C", "C", "C", "C", "C", "C", "C", "H", "H", "H", "C", "O", "N", "H", "C", "C", "O", "O", "C", "C", "C", "C", "O", "N", "C", "N", "S", "C", "C", "C", "C", "C", "C", "H", "H", "H", "H", "H", "H", "H", "H", "C", "C", "H", "H", "H", "C", "H", "H", "H", "H", "H", "H", "H", "H"], "positions_angstrom": [[-4.2791, -0.4890, -0.7733], [-2.7989, -0.5522, -0.9888], [-1.9451, -0.9066, 0.0437], [-0.5701, -0.9982, -0.1526], [-0.0401, -0.7131, -1.4074], [-0.8846, -0.3448, -2.4407], [-2.2504, -0.2675, -2.2349], [-2.8983, 0.0283, -3.0468], [-0.4736, -0.1023, -3.4092], [1.0272, -0.7304, -1.5772], [0.2844, -1.2679, 1.0414], [-0.0730, -0.9545, 2.1609], [1.4629, -1.9006, 0.7953], [1.7344, -2.0373, -0.1655], [2.5489, -1.7963, 1.7422], [3.2928, -0.4745, 1.5314], [3.9168, 0.1059, 2.3733], [3.1462, -0.0516, 0.2656], [3.3294, 1.3364, -0.0090], [1.9422, 1.8709, -0.2549], [1.5030, 2.3067, -1.4679], [0.1263, 2.6475, -1.6893], [-0.3588, 3.0323, -2.7318], [-0.6784, 2.4677, -0.5313], [-0.1232, 2.0417, 0.6422], [1.1255, 1.7576, 0.8144], [-1.2728, 1.8959, 1.9268], [-2.5420, 2.4207, 0.8401], [-3.8861, 2.5794, 1.1332], [-4.7351, 2.9998, 0.1265], [-4.2489, 3.2536, -1.1507], [-2.9088, 3.0977, -1.4514], [-2.0490, 2.6791, -0.4452], [-2.5224, 3.2942, -2.4372], [-4.9267, 3.5807, -1.9242], [-5.7856, 3.1301, 0.3360], [-4.2493, 2.3780, 2.1277], [2.1621, 2.3943, -2.3157], [3.7922, 1.8143, 0.8605], [3.9653, 1.4322, -0.8905], [2.0958, -1.7332, 2.7389], [3.5077, -2.9991, 1.6936], [2.7755, -4.2655, 2.1286], [2.4030, -4.1634, 3.1443], [3.4464, -5.1201, 2.0902], [1.9306, -4.4566, 1.4711], [4.1245, -3.1805, 0.3076], [4.9101, -3.9313, 0.3497], [3.3795, -3.5190, -0.4096], [4.5608, -2.2510, -0.0503], [4.3092, -2.7842, 2.4079], [-2.3322, -1.1111, 1.0316], [-4.7172, 0.3299, -1.3397], [-4.5121, -0.3551, 0.2798], [-4.7408, -1.4178, -1.1094]], "nbo_charge": [-0.63, 0.00, -0.18, -0.17, -0.17, -0.22, -0.20, 0.21, 0.22, 0.21, 0.68, -0.62, -0.61, 0.40, -0.16, 0.82, -0.58, -0.53, -0.11, 0.24, -0.39, 0.65, -0.61, -0.44, 0.31, -0.53, 0.48, -0.22, -0.21, -0.21, -0.22, -0.22, 0.20, 0.27, 0.22, 0.22, 0.22, 0.24, 0.23, 0.20, 0.26, -0.21, -0.61, 0.21, 0.21, 0.21, -0.62, 0.22, 0.20, 0.21, 0.22, 0.23, 0.22, 0.22, 0.22]}